Below is 3 unconnected molecules or ions with the total composition C26H53BF9N3O10S, with properties calculated with ωB97M-V with the def2-TZVPD basis set.

Values from the calculation:
DFT total energy	-88728.7715	eV
SMILES string	CCOB(O)N(CCCCCOC(C)=O)C(=O)OCCC(F)(F)C(F)(F)S(F)(F)(F)(F)F.COCCNCCOC.COCCNCCOC
net charge	0
frontier orbital gap	7.14	eV
LUMO	-1.460	eV

The geometry in XYZ format:
```
103
Properties=species:S:1:pos:R:3:mulliken_charge:R:1
C -1.03 5.14 3.88 -0.581
C -0.72 5.34 2.30 0.109
O 0.67 5.80 2.18 -0.478
B 1.49 4.72 1.68 0.313
O 2.36 5.02 0.56 -0.764
N 1.38 3.40 2.38 0.939
C 2.45 3.20 3.41 -0.783
C 1.84 2.50 4.73 -0.783
C 1.66 0.91 4.60 -0.218
C 0.40 0.30 5.41 -0.364
C -1.00 0.99 5.07 -0.625
O -1.38 0.82 3.68 -0.059
C -2.69 0.29 3.55 0.532
C -3.99 1.19 3.24 -0.908
O -2.83 -0.96 3.65 -0.516
C 1.25 2.27 1.46 -0.001
O 0.07 1.86 1.23 -0.521
O 2.40 1.66 0.92 -0.337
C 2.13 0.96 -0.32 -0.538
C 2.02 2.05 -1.48 -0.404
C 0.80 1.78 -2.52 0.751
F -0.34 1.52 -1.68 -0.252
F 1.19 0.66 -3.28 -0.282
C 0.60 3.13 -3.35 0.716
F 1.87 3.77 -3.55 -0.259
F -0.10 4.03 -2.48 -0.313
S -0.41 3.00 -4.92 1.280
F 0.38 4.40 -5.47 -0.343
F 0.75 2.12 -5.73 -0.207
F -1.25 1.66 -4.41 -0.307
F -1.60 3.99 -4.26 -0.313
F -1.32 2.97 -6.32 -0.303
H -0.20 5.62 4.52 0.255
H -1.07 4.03 4.16 -0.205
H -2.00 5.70 4.18 0.354
H -1.42 6.18 1.95 0.357
H -0.91 4.40 1.68 0.052
H 1.75 5.07 -0.22 0.296
H 3.39 2.67 3.03 0.351
H 2.78 4.25 3.75 0.456
H 0.89 3.03 5.10 0.227
H 2.62 2.67 5.57 0.406
H 2.60 0.43 5.06 0.466
H 1.60 0.51 3.53 0.068
H 0.34 -0.83 5.14 -0.078
H 0.66 0.38 6.53 0.319
H -1.79 0.47 5.72 0.431
H -1.05 2.11 5.35 0.232
H -3.87 2.24 3.66 0.240
H -4.88 0.71 3.78 0.322
H -4.23 1.24 2.12 0.275
H 1.26 0.22 -0.26 0.335
H 3.06 0.32 -0.53 0.342
H 2.97 1.94 -2.13 0.397
H 2.02 3.13 -1.11 -0.014
C -1.89 -7.27 6.63 -0.710
O -0.93 -6.90 7.60 -0.335
C 0.39 -7.33 7.28 -0.810
C 1.28 -6.14 6.93 -0.157
N 0.90 -5.55 5.65 -0.320
C 1.54 -4.26 5.38 -0.883
C 1.20 -3.09 6.32 -0.248
O -0.15 -2.65 6.23 -0.421
C -1.06 -3.39 7.03 -0.662
H -2.88 -7.04 7.02 0.237
H -1.76 -6.71 5.70 0.301
H -1.85 -8.35 6.42 0.339
H 0.40 -8.09 6.48 0.407
H 0.79 -7.81 8.18 0.394
H 2.32 -6.47 6.88 0.378
H 1.19 -5.41 7.74 0.167
H -0.10 -5.42 5.63 0.086
H 1.24 -3.97 4.37 0.413
H 2.63 -4.40 5.36 0.405
H 1.81 -2.24 6.01 0.158
H 1.48 -3.29 7.36 0.401
H -0.60 -3.76 7.96 0.327
H -1.49 -4.21 6.46 0.162
H -1.88 -2.72 7.31 0.341
C -1.84 -1.69 -11.91 -0.716
O -1.68 -0.32 -11.59 -0.343
C -2.54 0.12 -10.53 -0.865
C -1.74 0.43 -9.27 -0.068
N -1.21 -0.79 -8.66 -0.357
C -0.23 -0.54 -7.60 -0.622
C 1.08 0.15 -8.00 -0.318
O 1.91 -0.64 -8.85 -0.468
C 1.61 -0.56 -10.23 -0.566
H -1.26 -1.89 -12.81 0.236
H -1.46 -2.33 -11.11 0.308
H -2.89 -1.92 -12.11 0.338
H -3.35 -0.60 -10.34 0.417
H -3.01 1.05 -10.88 0.383
H -2.39 0.94 -8.55 0.336
H -0.93 1.12 -9.55 0.176
H -0.77 -1.35 -9.38 0.121
H 0.02 -1.52 -7.18 0.329
H -0.71 0.03 -6.80 0.276
H 1.66 0.30 -7.08 0.277
H 0.93 1.15 -8.43 0.327
H 1.22 0.43 -10.51 0.267
H 0.90 -1.34 -10.51 0.193
H 2.53 -0.73 -10.79 0.300
```